--- A ---
The following is a quantum chemistry calculation of a 2-piece molecular cluster, C3H9O overall, from the Open Molecules 2025 dataset.

Multiplicity = 1
E_LUMO = 4.50 eV
Charge = -1
HOMO = -2.17 eV

Atoms and positions in Å:
C: -1.50832 -1.03296 1.80640
H: -1.22119 -0.32995 1.01829
H: -2.31777 -1.70823 1.54442
H: -0.70473 -1.70261 2.11929
H: -1.70305 -0.33630 2.62630
C: 0.27878 0.43646 -0.72385
O: -0.53529 1.42787 -0.41163
C: 1.53894 0.86962 -1.56112
H: 0.68320 -0.08418 0.19315
H: -0.10808 -0.47099 -1.29323
H: 1.99043 -0.00699 -2.05244
H: 1.33138 1.59023 -2.35729
H: 2.27570 1.34803 -0.90830


--- B ---
The following is a quantum chemistry calculation of a 2-piece molecular cluster, C3H9O overall, from the Open Molecules 2025 dataset.

Multiplicity = 1
E_LUMO = 4.23 eV
Charge = -1
HOMO = -2.25 eV

Atoms and positions in Å:
O: 2.44805 -0.45031 -0.17024
H: 3.05346 -0.09982 0.50135
C: -1.86964 -0.47159 0.62259
C: -0.54162 0.26537 0.46765
C: -0.09011 0.63131 -0.93327
H: -2.72771 0.19163 0.80249
H: -1.88559 -1.14255 1.48924
H: -2.17568 -1.09023 -0.22757
H: 0.24103 -0.42942 0.77919
H: -0.48720 1.04897 1.22503
H: -0.19707 -0.25224 -1.56397
H: -0.63366 1.46788 -1.39470
H: 0.96681 0.89167 -0.87909


Most stable: B


--- A ---
The following is a quantum chemistry calculation of a 2-piece molecular cluster, C2H9N4O overall, from the Open Molecules 2025 dataset.

Multiplicity = 1
E_LUMO = -2.99 eV
Charge = +1
HOMO = -14.00 eV

Atoms and positions in Å:
C: -1.31350 0.12965 -0.08936
C: 0.97287 0.54444 -0.87496
N: -2.27032 -0.81171 -0.20744
N: -1.38115 1.10101 0.76434
N: 1.14274 1.52848 -0.10301
N: -0.22703 -0.05159 -0.88525
O: 1.73922 -0.99583 0.53888
H: 1.78700 0.25198 -1.58438
H: -3.18673 -0.57246 0.15968
H: -2.18090 -1.79867 -0.50396
H: -1.98650 1.10054 1.56046
H: 2.08585 -0.48323 1.17472
H: -0.56674 1.85216 0.61204
H: 2.04551 1.99058 0.08753
H: -0.44240 -0.65616 -1.72373
H: 1.87658 -1.91559 0.55207


--- B ---
The following is a quantum chemistry calculation of an isolated ion of composition C2H9N4O and charge +1, from the Open Molecules 2025 dataset.

Multiplicity = 1
SMILES = C=N[C@](N)([NH3+])ON
E_LUMO = -3.15 eV
Charge = +1
HOMO = -14.41 eV

Atoms and positions in Å:
C: -1.98310 -0.67470 0.17634
N: -1.15116 -0.17182 -0.61330
C: 0.04316 0.49540 0.26814
N: -0.27038 1.55135 1.04211
N: 0.88241 1.06457 -1.23602
O: 0.80941 -0.40043 0.85678
N: 0.92652 -1.63371 0.07038
H: -2.87115 -1.31538 -0.16298
H: -1.90901 -0.59225 1.33912
H: 0.46134 1.68076 1.69811
H: -0.44148 2.44060 0.62506
H: 1.56015 0.42668 -1.68137
H: 0.09567 1.22163 -1.79261
H: 1.29867 1.98984 -1.06155
H: 1.55657 -2.18729 0.67570
H: -0.02114 -2.01932 -0.14079


Most stable: A


--- A ---
The following is a quantum chemistry calculation of a 4-piece molecular cluster, C4H16O4 overall, from the Open Molecules 2025 dataset.

Multiplicity = 1
SMILES = CO.CO.CO.CO
E_LUMO = 0.48 eV
Charge = 0
HOMO = -10.17 eV

Atoms and positions in Å:
C: 2.27528 -16.96469 -16.34340
O: 1.47116 -17.77858 -15.52869
H: 3.34854 -17.18442 -16.30550
H: 2.00209 -17.00847 -17.40635
H: 2.15258 -15.90674 -16.10222
H: 1.30144 -18.59303 -16.00971
C: 7.24116 -18.69884 -20.90702
O: 7.01624 -19.22863 -19.60254
H: 6.54440 -17.88552 -21.11294
H: 8.26002 -18.31200 -20.93365
H: 7.22647 -19.49998 -21.65136
H: 6.22221 -19.76907 -19.62738
C: 3.00966 -18.28863 -20.14971
O: 2.14134 -19.27742 -19.58068
H: 3.65799 -17.97857 -19.32052
H: 3.65302 -18.60456 -20.97141
H: 2.38519 -17.44947 -20.44067
H: 2.65021 -20.09308 -19.50034
C: 5.10106 -22.42015 -20.17579
O: 3.93436 -21.63567 -19.98090
H: 5.18245 -22.60570 -21.25256
H: 6.00474 -21.87543 -19.90125
H: 5.11551 -23.33523 -19.58205
H: 3.13054 -22.14814 -20.08581


--- B ---
The following is a quantum chemistry calculation of C4H16O4 as an isolated structure, from the Open Molecules 2025 dataset.

Multiplicity = 1
E_LUMO = 0.34 eV
Charge = 0
HOMO = -7.05 eV

Atoms and positions in Å:
C: -1.97832 -0.06429 2.51057
O: -1.76529 -0.63151 1.22874
H: -3.01964 0.12756 2.76931
H: -1.54997 -0.82500 3.16321
H: -1.51986 0.91201 2.66793
H: -1.88387 -1.58395 1.20877
C: 0.07232 0.45869 -2.47290
O: -0.39702 -0.05524 -3.65719
H: 0.94886 1.09390 -2.60049
H: -0.79823 0.90579 -1.99294
H: 0.26545 -0.37891 -1.80266
H: 0.31124 -0.27611 -4.26643
C: 2.35427 -0.47448 0.01772
O: 1.28942 -1.42334 0.01429
H: 2.66709 -0.34195 -1.01799
H: 2.17794 0.49644 0.48066
H: 3.23285 -0.95320 0.45020
H: 0.46699 -0.95049 0.16131
C: -0.06288 0.99364 0.34736
O: 0.19243 -0.34335 0.87217
H: -0.91379 0.87806 -0.32398
H: -0.31280 1.73759 1.10377
H: 0.82934 1.27177 -0.21361
H: -0.60649 -0.57351 1.35213


--- C ---
The following is a quantum chemistry calculation of a 5-piece molecular cluster, C4H16O4 overall, from the Open Molecules 2025 dataset.

Multiplicity = 1
SMILES = C=C(C)C.O.O.O.O
E_LUMO = 0.51 eV
Charge = 0
HOMO = -9.25 eV

Atoms and positions in Å:
C: 4.31901 1.32892 3.28570
C: 3.85971 1.41597 2.06857
C: 2.43127 1.56516 1.70435
C: 4.81794 1.24931 0.92103
H: 5.26416 1.18155 3.62703
H: 3.49439 1.09058 4.13735
H: 1.62762 1.98180 2.38390
H: 2.15275 0.58231 1.41158
H: 2.36384 2.28622 0.87235
H: 4.56989 0.24446 0.44855
H: 5.93372 1.19705 1.25465
H: 4.63529 2.14674 0.19876
O: -6.49163 0.83405 -0.70568
H: -6.49511 0.71733 -1.64100
H: -6.98329 0.11907 -0.19945
O: -3.09905 -0.57871 -4.17699
H: -2.81759 -1.12057 -4.86378
H: -2.57472 -0.64842 -3.39382
O: -6.17001 -1.39376 -3.48373
H: -5.40849 -1.48364 -2.84095
H: -6.07292 -0.50653 -3.77365
O: 0.36638 -3.82924 0.67795
H: -0.30027 -3.64249 1.37561
H: 0.57709 -4.73716 0.71167


--- D ---
The following is a quantum chemistry calculation of a 4-piece molecular cluster, C4H16O4 overall, from the Open Molecules 2025 dataset.

Multiplicity = 1
SMILES = CO.CO.CO.CO
E_LUMO = 0.48 eV
Charge = 0
HOMO = -10.08 eV

Atoms and positions in Å:
C: -2.73320 -0.98688 1.17378
O: -2.95332 -0.32672 -0.08415
H: -3.19871 -1.96341 1.30715
H: -1.67074 -1.18994 1.30808
H: -3.06610 -0.34548 1.98981
H: -3.65918 0.32019 -0.01435
C: -1.38537 -1.51701 -5.05521
O: -2.68858 -1.66856 -5.43005
H: -1.03869 -2.54770 -4.98043
H: -0.92317 -0.97140 -5.87787
H: -1.23888 -1.05564 -4.07859
H: -3.15310 -2.08538 -4.70061
C: 1.66701 1.75124 -0.54268
O: 0.66781 1.57748 0.40272
H: 1.58161 1.08854 -1.40387
H: 1.67883 2.75263 -0.97299
H: 2.62049 1.64713 -0.02486
H: -0.20270 1.47767 0.01047
C: 3.57664 0.57555 4.64207
O: 2.23607 0.56982 4.59263
H: 4.03172 0.04013 3.80881
H: 3.88360 1.61860 4.56506
H: 4.00179 0.24262 5.58892
H: 1.96625 0.99655 3.77611


Most stable: C


--- A ---
The following is a quantum chemistry calculation of one molecule with the formula C4H9N3O2, from the Open Molecules 2025 dataset.

Multiplicity = 1
E_LUMO = 0.49 eV
Charge = 0
HOMO = -8.00 eV

Atoms and positions in Å:
C: -1.26072 0.93042 0.96392
C: 1.93894 0.45399 0.92572
N: 0.05275 -0.97057 -1.96244
C: 1.10983 0.74123 -0.29295
C: -0.75256 -0.66430 -0.86977
N: -1.68706 -1.55822 -0.52662
O: 1.18987 -1.22219 -1.09884
N: -0.47419 0.40334 -0.12640
O: 1.39061 1.51864 -1.16683
H: 0.26970 -0.12813 -2.50262
H: -1.69890 -2.40193 -1.07752
H: -2.17365 -1.51343 0.35314
H: -0.87594 1.91695 1.21906
H: -2.30505 1.01959 0.65705
H: -1.20147 0.30306 1.86127
H: 1.82312 1.24543 1.67234
H: 1.67329 -0.50897 1.35501
H: 2.98143 0.43509 0.61648


--- B ---
The following is a quantum chemistry calculation of one molecule with the formula C4H9N3O2, from the Open Molecules 2025 dataset.

Multiplicity = 1
SMILES = [H]/N=C(\N)N(C)CC(=O)O
E_LUMO = 0.24 eV
Charge = 0
HOMO = -8.31 eV

Atoms and positions in Å:
H: -2.57389 1.15316 -1.66952
N: -1.53164 1.19433 -0.94432
C: -1.30662 0.09417 -0.18912
N: -2.23146 -1.01961 -0.12642
N: -0.22227 -0.07228 0.43989
C: 0.32718 -1.46956 0.65289
C: 0.76623 1.00320 0.41367
C: 1.72730 0.85403 -0.73335
O: 1.41601 1.06101 -1.94488
O: 3.02256 0.60110 -0.51464
H: -3.20887 -0.80813 -0.67605
H: -2.69053 -1.04133 0.77568
H: 1.22678 -1.65145 -0.16064
H: -0.28085 -2.08147 0.67250
H: 0.82333 -1.52345 1.72699
H: 1.10074 1.00310 1.30409
H: 0.37972 2.04021 0.41017
H: 3.25627 0.66297 0.56306


--- C ---
The following is a quantum chemistry calculation of a 2-piece molecular cluster, C4H9N3O2 overall, from the Open Molecules 2025 dataset.

Multiplicity = 1
E_LUMO (alpha / beta) = 0.28 / 0.35 eV
Charge = 0
HOMO (alpha / beta) = -6.94 / -7.15 eV

Atoms and positions in Å:
C: -1.02036 1.13506 0.78924
C: -0.87907 0.32989 -1.54188
N: -0.55095 0.06186 -0.12233
N: 1.96151 -0.42403 0.37649
C: 2.88925 0.01312 -0.45800
C: 1.93784 -1.09372 1.55638
N: -1.15111 -1.19819 0.30386
O: 2.84619 0.38399 -1.60295
O: 1.13605 -1.20769 2.46013
H: 0.55313 -0.03056 -0.00937
H: -0.80084 -1.90747 -0.33722
H: -0.72386 -1.39280 1.21737
H: -0.70753 0.87421 1.79817
H: -2.10486 1.20589 0.72696
H: -0.55542 2.07027 0.48470
H: -1.96096 0.34559 -1.66403
H: -0.43846 1.28350 -1.82206
H: -0.43055 -0.44893 -2.15545


Most stable: A


--- A ---
The following is a quantum chemistry calculation of a 3-piece molecular cluster, C16H36ClN2 overall, from the Open Molecules 2025 dataset.

Multiplicity = 1
E_LUMO = -2.00 eV
Charge = +1
HOMO = -10.05 eV

Atoms and positions in Å:
C: 1.05400 -6.06326 -1.18412
C: 1.49537 -5.00181 -0.15796
C: 0.32839 -4.05702 0.17184
N: 0.74291 -2.84096 1.01390
C: 1.84060 -2.02287 0.24092
C: -0.47955 -1.97723 1.33966
C: -0.24984 -1.12458 2.56019
C: 1.00623 -1.76078 3.18156
C: 1.18809 -3.07764 2.44693
H: 0.18665 -6.59201 -0.78886
H: 1.80991 -6.77717 -1.51125
H: 0.76126 -5.62585 -2.13862
H: 2.44007 -4.60091 -0.52525
H: 1.67927 -5.47033 0.80887
H: -0.50405 -4.57213 0.65124
H: -0.01181 -3.53585 -0.72300
H: 2.75197 -2.59912 0.40047
H: 1.94941 -1.01454 0.64033
H: 1.50044 -1.96202 -0.79287
H: -0.79413 -1.42472 0.45430
H: -1.23034 -2.71286 1.62826
H: 0.07610 -0.13591 2.23711
H: -1.07896 -1.07023 3.26567
H: 1.93287 -1.20497 3.03842
H: 0.85185 -1.82158 4.25886
H: 2.21383 -3.44635 2.44775
H: 0.57237 -3.88403 2.84534
C: 1.15459 2.31578 1.93185
C: 0.38069 3.27000 0.97406
C: -0.83524 2.56041 0.21298
N: -1.23680 3.38456 -1.04067
C: -1.47502 4.88093 -0.67007
C: -2.49164 2.86815 -1.73066
C: -2.11686 2.77746 -3.19913
C: -0.81493 3.55643 -3.38981
C: -0.12622 3.32085 -2.03646
H: 0.44839 1.83573 2.60930
H: 2.05099 2.73720 2.38680
H: 1.53622 1.48349 1.34045
H: 1.08844 3.68059 0.25392
H: 0.04072 4.15728 1.50814
H: -1.74000 2.48595 0.81627
H: -0.65249 1.57044 -0.20494
H: -1.95570 5.49657 -1.43036
H: -0.55481 5.35693 -0.33134
H: -2.17802 4.84179 0.16203
H: -3.33977 3.48148 -1.42633
H: -2.69849 1.88880 -1.29915
H: -2.92836 3.21249 -3.78251
H: -2.00976 1.72195 -3.44913
H: -1.00952 4.59823 -3.64454
H: -0.22251 3.16876 -4.21858
H: 0.49849 4.18485 -1.80990
H: 0.44877 2.39504 -2.01719
Cl: -1.29410 -0.85542 -2.32469


--- B ---
The following is a quantum chemistry calculation of a 3-piece molecular cluster, C16H36ClN2 overall, from the Open Molecules 2025 dataset.

Multiplicity = 1
E_LUMO = -1.55 eV
Charge = +1
HOMO = -10.27 eV

Atoms and positions in Å:
Cl: -0.24057 0.56297 0.09400
C: -6.67943 1.19130 1.41469
C: -5.27188 1.01327 0.82927
C: -5.39508 0.67657 -0.63765
N: -4.10767 0.22551 -1.28785
C: -3.14969 1.36186 -1.40018
C: -3.45303 -0.88190 -0.49345
C: -2.67220 -1.65166 -1.51571
C: -3.60772 -1.70286 -2.72962
C: -4.41773 -0.41156 -2.64605
H: -6.61680 1.65762 2.40432
H: -7.12383 0.22139 1.63186
H: -7.28490 1.89700 0.84921
H: -4.77615 0.21886 1.38225
H: -4.67848 1.91592 0.99133
H: -5.76862 1.47703 -1.27281
H: -6.04774 -0.19631 -0.72320
H: -3.65889 2.26598 -1.72922
H: -2.44946 1.09215 -2.18785
H: -2.57769 1.48523 -0.48530
H: -2.76932 -0.54538 0.28874
H: -4.24849 -1.44040 0.00215
H: -1.78334 -1.08783 -1.80929
H: -2.30513 -2.61832 -1.18086
H: -3.04260 -1.83542 -3.65350
H: -4.21945 -2.61034 -2.74626
H: -4.06763 0.28899 -3.39833
H: -5.49141 -0.54944 -2.66642
C: 4.21051 3.00624 -0.33657
C: 4.64177 1.58474 0.06569
C: 3.57828 0.91228 0.88590
N: 3.84661 -0.54875 1.22927
C: 2.65050 -1.09923 1.93228
C: 5.05144 -0.66828 2.15959
C: 6.13151 -1.29853 1.32283
C: 5.35232 -2.30349 0.50323
C: 4.17355 -1.46311 0.05482
H: 4.34485 3.70207 0.49189
H: 3.18374 3.07098 -0.69089
H: 4.88062 3.35795 -1.12096
H: 5.56267 1.72819 0.64726
H: 5.01309 1.05247 -0.80886
H: 2.61442 0.86726 0.36714
H: 3.46715 1.38204 1.86048
H: 2.84666 -2.14475 2.14132
H: 1.83073 -0.97772 1.22827
H: 2.45793 -0.45913 2.78892
H: 4.76943 -1.20338 3.06335
H: 5.31990 0.33167 2.50188
H: 6.95639 -1.63065 1.94977
H: 6.50495 -0.52597 0.64645
H: 4.94833 -3.13124 1.09218
H: 5.91463 -2.72936 -0.32389
H: 3.26426 -2.00913 -0.18050
H: 4.38869 -0.82337 -0.79513


Most stable: B


--- A ---
The following is a quantum chemistry calculation of one molecule with the formula C5H9Cl2NS, from the Open Molecules 2025 dataset.

Multiplicity = 1
SMILES = C=[S@H](Cl)=NC/C(Cl)=C/C
E_LUMO (alpha / beta) = -1.77 / -1.77 eV
Charge = 0
HOMO (alpha / beta) = -9.10 / -9.10 eV

Atoms and positions in Å:
C: 2.33946 0.39063 0.89948
S: 1.74748 0.81618 -0.59992
Cl: 0.83612 3.03529 -1.19345
N: 1.27491 -0.32334 -1.68011
C: -0.05424 -0.84754 -1.68393
C: -0.59936 -0.80739 -0.35015
Cl: 0.24237 -2.10693 0.61059
C: -1.67352 -0.08413 0.09140
C: -2.17074 -0.15552 1.47826
H: 2.84535 1.23090 1.39165
H: 1.76020 -0.21730 1.62164
H: 2.99042 1.11728 -1.27860
H: -0.75381 -0.33172 -2.31821
H: 0.03482 -1.84649 -2.04034
H: -2.15417 0.61742 -0.57646
H: -2.04850 0.89042 1.84911
H: -3.19269 -0.48635 1.67456
H: -1.42408 -0.89141 2.10449


--- B ---
The following is a quantum chemistry calculation of a 2-piece molecular cluster, C5H9Cl2NS overall, from the Open Molecules 2025 dataset.

Multiplicity = 1
SMILES = C/C=C(Cl)/C=N\SC.Cl
E_LUMO = 0.52 eV
Charge = 0
HOMO = -8.41 eV

Atoms and positions in Å:
C: -3.45142 -0.64062 0.94934
C: -2.08978 -0.12697 0.63590
C: -1.82934 1.08271 0.12830
Cl: -3.13747 2.20485 -0.14712
C: -0.53904 1.58536 -0.28556
N: 0.55362 0.95410 -0.45966
S: 0.86491 -0.63105 -0.22026
C: 2.50766 -0.64993 -1.00441
H: -3.39582 -1.56592 1.51596
H: -4.02270 0.09554 1.51367
H: -3.99501 -0.83228 0.02281
H: -1.25928 -0.78607 0.83464
H: -0.49029 2.64151 -0.53509
H: 2.41668 -1.02646 -2.01819
H: 3.15638 -1.29861 -0.42469
H: 2.88195 0.36789 -1.00310
Cl: 5.31185 1.36122 0.51014
H: 5.02609 2.54391 0.11824


Most stable: B